[1]
C39H57BrClF2MoN2OSi4Te | the ωB97M-V functional and the def2-TZVPD basis

Multiplicity: 3
Kohn-Sham gap (alpha / beta): 5.4166 / 6.6073 eV
<S²>: 2.176
Total charge: +1
Max |F|: 1.20 eV/A

Last column: Löwdin charge in e.
Positions of all 109 atoms, in Å:
Mo  -1.056  -1.655  -0.662  1.15
C  5.270  -1.773  4.575  -0.06
C  3.762  -1.780  4.833  -0.56
C  3.402  -0.530  5.646  -0.04
C  3.413  -3.035  5.645  -0.04
C  2.956  -1.786  3.535  -0.15
C  1.561  -1.769  3.590  -0.07
C  0.853  -1.786  2.415  -0.54
Br  -1.056  -1.772  2.484  0.82
C  1.453  -1.830  1.149  -0.36
O  0.663  -1.865  0.066  -0.46
C  2.842  -1.834  1.070  -0.07
C  3.544  -1.814  2.279  0.03
C  3.661  -1.842  -0.232  -0.52
C  4.545  -3.098  -0.255  -0.03
C  4.546  -0.585  -0.263  -0.03
C  2.825  -1.840  -1.517  -0.07
H  5.798  -1.765  5.530  0.09
H  5.580  -0.886  4.018  0.09
H  5.591  -2.661  4.028  0.09
H  3.979  -0.509  6.574  0.09
H  2.343  -0.509  5.913  0.08
H  3.628  0.378  5.082  0.09
H  3.974  -3.043  6.582  0.09
H  3.664  -3.940  5.088  0.09
H  2.350  -3.073  5.892  0.08
H  1.032  -1.739  4.533  0.11
H  4.622  -1.817  2.222  0.10
H  5.222  -3.142  0.599  0.08
H  5.152  -3.106  -1.163  0.09
H  3.933  -4.003  -0.247  0.09
H  5.232  -0.542  0.584  0.08
H  3.934  0.320  -0.248  0.08
H  5.145  -0.579  -1.176  0.09
H  2.204  -2.732  -1.601  0.08
H  3.513  -1.828  -2.366  0.09
H  2.186  -0.959  -1.588  0.07
F  0.440  -1.793  -5.925  0.09
C  -0.552  -1.735  -5.029  -0.26
C  -0.242  -1.788  -3.681  -0.02
C  -1.265  -1.728  -2.752  -0.27
C  -2.608  -1.626  -3.185  -0.16
C  -2.852  -1.564  -4.551  -0.21
F  -4.112  -1.450  -5.014  0.08
C  -1.847  -1.617  -5.494  0.08
C  -3.642  -1.660  -2.137  -0.22
C  -5.017  -1.589  -2.330  0.03
C  -5.871  -1.723  -1.252  -0.02
C  -5.349  -1.935  0.016  -0.03
C  -3.983  -1.970  0.152  -0.12
N  -3.143  -1.820  -0.883  -0.12
H  0.798  -1.854  -3.385  0.10
H  -2.073  -1.572  -6.550  0.14
H  -5.412  -1.434  -3.321  0.12
H  -6.942  -1.671  -1.403  0.12
H  -5.980  -2.057  0.885  0.12
H  -3.524  -2.104  1.121  0.07
C  2.239  3.186  -1.077  -0.21
Si  0.722  3.928  -1.863  0.30
C  0.869  5.788  -1.960  -0.21
C  0.478  3.196  -3.557  -0.21
Si  -1.141  3.444  -0.536  0.17
Te  -1.102  0.908  -0.605  0.66
Si  -3.235  3.902  -1.473  0.30
C  -3.325  3.152  -3.176  -0.21
C  -3.408  5.760  -1.558  -0.21
C  -4.576  3.169  -0.408  -0.21
Si  -0.915  3.876  1.746  0.30
C  -2.350  3.151  2.685  -0.21
C  0.674  3.138  2.378  -0.21
C  -0.892  5.736  1.931  -0.21
H  3.096  3.298  -1.747  0.04
H  2.092  2.119  -0.884  0.01
H  2.483  3.671  -0.129  0.02
H  1.727  6.072  -2.576  0.04
H  1.006  6.231  -0.970  0.02
H  -0.024  6.234  -2.407  0.02
H  1.385  3.328  -4.154  0.04
H  -0.348  3.676  -4.088  0.02
H  0.262  2.126  -3.492  0.01
H  -2.620  3.625  -3.863  0.02
H  -4.332  3.277  -3.586  0.04
H  -3.097  2.082  -3.146  0.01
H  -2.620  6.205  -2.171  0.02
H  -3.354  6.210  -0.563  0.02
H  -4.370  6.036  -1.998  0.04
H  -4.411  2.099  -0.247  0.02
H  -5.547  3.296  -0.897  0.04
H  -4.626  3.653  0.570  0.02
H  -2.449  2.079  2.491  0.02
H  -3.293  3.633  2.414  0.02
H  -2.194  3.292  3.758  0.04
H  0.730  2.067  2.159  0.02
H  0.732  3.269  3.462  0.04
H  1.547  3.620  1.932  0.02
H  -1.817  6.187  1.562  0.02
H  -0.059  6.185  1.384  0.02
H  -0.785  6.008  2.985  0.04
Cl  0.656  -6.733  1.416  0.73
C  -0.364  -5.943  0.277  -0.63
C  -1.187  -6.660  -0.567  -0.05
C  -1.969  -5.948  -1.460  -0.02
C  -1.902  -4.570  -1.474  -0.10
N  -1.107  -3.873  -0.645  -0.05
C  -0.348  -4.562  0.218  -0.14
H  -1.210  -7.741  -0.528  0.12
H  -2.624  -6.454  -2.154  0.12
H  -2.484  -4.002  -2.183  0.10
H  0.299  -4.008  0.880  0.09

---

[2]
C39H57Cl45F7IN4O6PS | the ωB97M-V functional and the def2-TZVPD basis

Kohn-Sham gap: 6.4220 eV
Total charge: +1
Max |F|: 2.06 eV/A

Last column: Löwdin charge in e.
Positions of all 161 atoms, in Å:
C  -5.779  -2.016  -2.121  -0.12
O  -4.869  -2.221  -3.171  -0.19
C  -3.653  -1.482  -3.010  -0.23
C  -3.494  -0.491  -4.140  -0.16
C  -2.060  0.017  -4.277  -0.22
C  -1.985  1.506  -4.617  -0.24
C  -0.651  1.907  -5.193  -0.23
C  -0.531  3.400  -5.520  -0.20
C  -0.139  4.257  -4.319  -0.21
C  1.376  4.427  -4.193  -0.21
C  1.812  5.265  -2.970  -0.17
C  2.741  4.517  -1.977  -0.18
C  1.946  4.112  -0.705  -0.20
C  2.744  3.187  0.228  -0.17
C  2.895  1.733  -0.239  -0.22
C  4.139  1.083  0.378  -0.42
N  5.275  1.640  -0.378  0.13
C  4.362  1.327  1.876  -0.08
C  5.727  0.807  2.401  -0.22
O  5.569  -0.323  3.252  -0.08
N  4.162  -0.401  0.096  0.20
C  3.054  -0.954  0.585  -0.32
N  3.099  -1.848  1.598  0.18
N  1.850  -0.560  0.076  -0.04
C  1.092  -1.599  -0.608  -0.14
C  1.701  -2.204  -1.906  -0.77
O  1.352  -3.293  -2.247  0.04
I  3.107  -1.128  -3.132  0.94
C  1.584  0.863  -0.141  -0.39
P  0.581  1.263  -1.699  0.78
O  -0.797  1.649  -1.359  -0.37
S  0.529  1.358  1.313  0.78
O  1.340  1.281  2.502  -0.26
O  -0.103  2.620  1.141  -0.25
C  -0.827  0.104  1.556  -0.45
F  -1.489  -0.091  0.406  0.11
F  -0.318  -1.083  1.904  0.08
C  -1.928  0.571  2.585  -0.37
F  -2.792  -0.468  2.615  0.17
F  -2.574  1.629  2.104  0.19
C  -1.498  0.806  4.060  -0.52
F  -1.001  2.032  4.235  0.18
F  -2.612  0.719  4.813  0.17
F  -0.645  -0.126  4.499  0.12
H  -5.352  -2.318  -1.160  0.08
H  -6.666  -2.619  -2.288  0.08
H  -6.103  -0.974  -2.052  0.09
H  -3.695  -0.998  -2.034  0.11
H  -2.849  -2.220  -2.998  0.12
H  -4.166  0.347  -3.957  0.12
H  -3.790  -0.997  -5.054  0.11
H  -1.575  -0.518  -5.097  0.08
H  -1.470  -0.192  -3.383  0.08
H  -2.208  2.035  -3.691  0.11
H  -2.789  1.739  -5.315  0.07
H  0.193  1.625  -4.558  0.08
H  -0.524  1.351  -6.122  0.08
H  0.162  3.512  -6.351  0.11
H  -1.501  3.738  -5.882  0.09
H  -0.533  5.258  -4.492  0.12
H  -0.591  3.915  -3.387  0.10
H  1.889  3.467  -4.264  0.10
H  1.665  4.992  -5.077  0.11
H  2.288  6.187  -3.288  0.11
H  0.916  5.550  -2.423  0.10
H  3.189  3.645  -2.448  0.10
H  3.489  5.220  -1.621  0.10
H  0.944  3.763  -0.944  0.08
H  1.808  5.045  -0.165  0.13
H  2.364  3.280  1.240  0.11
H  3.740  3.623  0.264  0.04
H  3.116  1.785  -1.301  0.10
H  5.677  2.433  0.104  0.03
H  5.982  0.943  -0.559  0.09
H  4.304  2.378  2.137  0.12
H  3.626  0.837  2.508  0.10
H  6.263  1.594  2.922  0.09
H  6.368  0.454  1.598  0.11
H  4.911  -0.128  3.929  0.09
H  4.989  -0.831  0.506  0.15
H  3.430  -2.800  1.558  0.07
H  2.846  -1.493  2.513  0.03
H  1.033  -2.462  0.052  0.14
H  0.060  -1.342  -0.834  0.12
H  1.253  2.288  -2.380  0.04
H  0.602  0.144  -2.551  -0.03
C  -2.717  4.871  5.404  -1.53
Cl  -4.049  5.272  4.319  0.53
Cl  -1.753  6.299  5.772  0.54
Cl  -3.305  4.109  6.890  0.50
H  -2.084  4.158  4.895  -0.02
C  1.917  -3.878  4.432  -1.49
Cl  0.935  -5.107  3.646  0.56
Cl  3.595  -3.955  3.877  0.55
Cl  1.236  -2.270  4.131  0.62
H  1.910  -4.056  5.498  -0.08
C  -5.801  -6.217  -5.717  -1.54
Cl  -7.551  -6.139  -5.909  0.54
Cl  -5.256  -7.903  -5.724  0.54
Cl  -4.990  -5.288  -6.973  0.52
H  -5.546  -5.784  -4.760  0.01
C  -6.423  7.677  7.498  -1.53
Cl  -5.291  6.325  7.437  0.49
Cl  -5.766  9.008  8.451  0.54
Cl  -6.822  8.218  5.864  0.51
H  -7.334  7.338  7.973  0.01
C  -3.244  6.768  0.984  -1.57
Cl  -2.117  5.411  1.011  0.52
Cl  -2.607  8.127  1.909  0.52
Cl  -3.601  7.249  -0.675  0.53
H  -4.166  6.447  1.450  -0.01
C  7.380  5.020  1.373  -1.52
Cl  7.356  4.384  3.017  0.55
Cl  8.417  4.045  0.336  0.55
Cl  5.740  5.096  0.711  0.58
H  7.775  6.027  1.407  0.02
C  2.085  -8.423  5.194  -1.57
Cl  1.148  -9.568  6.149  0.55
Cl  3.310  -7.628  6.190  0.50
Cl  2.830  -9.223  3.811  0.51
H  1.410  -7.664  4.821  -0.05
C  -0.428  -2.043  7.968  -1.54
Cl  -0.303  -1.692  9.687  0.56
Cl  0.570  -3.447  7.547  0.54
Cl  -2.102  -2.309  7.495  0.55
H  -0.051  -1.191  7.418  0.00
C  -10.145  7.101  3.715  -1.57
Cl  -10.090  6.267  5.268  0.51
Cl  -9.174  6.246  2.513  0.51
Cl  -11.806  7.287  3.160  0.53
H  -9.720  8.087  3.849  0.00
C  -3.252  0.881  -8.775  -1.52
Cl  -2.224  -0.230  -7.875  0.55
Cl  -4.858  0.198  -9.011  0.55
Cl  -3.345  2.431  -7.933  0.57
H  -2.808  1.046  -9.748  0.01
C  7.180  -5.384  2.459  -1.55
Cl  6.189  -6.599  1.656  0.53
Cl  8.840  -5.434  1.881  0.55
Cl  6.487  -3.767  2.228  0.48
H  7.181  -5.594  3.521  0.02
C  -1.504  -7.936  -5.914  -1.55
Cl  -0.698  -7.425  -4.424  0.51
Cl  -1.404  -6.674  -7.141  0.49
Cl  -0.818  -9.447  -6.508  0.54
H  -2.548  -8.103  -5.690  -0.05
C  -0.268  -9.037  0.906  -1.54
Cl  -1.306  -8.409  -0.373  0.53
Cl  0.361  -7.717  1.904  0.47
Cl  -1.125  -10.209  1.899  0.55
H  0.575  -9.534  0.444  0.02
C  -0.371  -3.340  -10.524  -1.54
Cl  -0.272  -1.618  -10.138  0.50
Cl  -1.071  -4.272  -9.202  0.50
Cl  -1.300  -3.591  -12.002  0.54
H  0.637  -3.693  -10.691  0.01
C  4.429  -5.087  9.083  -1.54
Cl  5.502  -6.483  9.064  0.54
Cl  5.079  -3.803  10.097  0.54
Cl  4.152  -4.500  7.435  0.48
H  3.476  -5.396  9.493  0.02

---

[3]
C39H57ClFO19 | the ωB97M-V functional and the def2-TZVPD basis

Kohn-Sham gap: 4.5054 eV
Total charge: -1
Max |F|: 0.58 eV/A

Last column: Löwdin charge in e.
Positions of all 117 atoms, in Å:
O  1.391  1.125  -0.177  0.08
C  0.570  0.861  -0.992  -0.53
F  0.493  1.722  -2.085  0.02
C  -0.507  -0.158  -1.043  -0.29
C  -1.897  0.461  -0.768  -0.53
Cl  -1.620  1.732  0.587  0.41
H  -0.263  -0.962  -0.344  0.10
H  -0.542  -0.549  -2.064  0.10
H  -2.142  1.065  -1.655  -0.02
O  -5.333  -0.798  -2.453  0.12
C  -4.603  -1.711  -2.707  -0.48
O  -3.294  -1.736  -2.375  0.01
C  -2.664  -2.898  -2.918  -0.16
C  -3.785  -3.910  -3.140  -0.16
C  -4.954  -2.989  -3.464  -0.08
H  -2.159  -2.619  -3.848  0.12
H  -1.915  -3.232  -2.202  0.12
H  -3.554  -4.644  -3.909  0.12
H  -3.992  -4.446  -2.216  0.10
H  -5.010  -2.744  -4.527  0.13
H  -5.920  -3.367  -3.137  0.11
O  1.497  -1.933  2.273  0.13
C  2.310  -1.138  2.639  -0.47
O  2.157  -0.446  3.797  0.01
C  3.211  0.510  3.955  -0.14
C  4.356  -0.010  3.086  -0.14
C  3.591  -0.702  1.957  -0.06
H  2.839  1.480  3.614  0.10
H  3.455  0.573  5.014  0.13
H  5.024  0.784  2.753  0.08
H  4.948  -0.740  3.642  0.11
H  3.316  0.001  1.167  0.12
H  4.101  -1.563  1.534  0.12
O  -1.184  -2.715  8.674  0.09
C  -0.808  -2.201  7.656  -0.50
O  0.058  -2.816  6.823  0.02
C  0.423  -1.933  5.736  -0.15
C  -0.711  -0.919  5.647  -0.13
C  -1.156  -0.830  7.104  -0.08
H  1.377  -1.466  5.983  0.11
H  0.543  -2.523  4.832  0.12
H  -0.399  0.024  5.204  0.11
H  -1.518  -1.324  5.036  0.13
H  -0.587  -0.087  7.666  0.13
H  -2.217  -0.634  7.237  0.12
O  0.397  2.657  4.642  0.10
C  0.795  3.223  3.659  -0.49
O  1.246  2.564  2.580  -0.01
C  1.748  3.473  1.585  -0.14
C  1.080  4.807  1.898  -0.13
C  0.919  4.720  3.416  -0.06
H  2.834  3.525  1.685  0.10
H  1.496  3.069  0.609  0.10
H  1.658  5.658  1.546  0.11
H  0.098  4.844  1.427  0.11
H  1.802  5.077  3.954  0.12
H  0.040  5.231  3.801  0.12
O  -5.395  -6.349  -1.999  0.12
C  -6.342  -6.714  -2.628  -0.47
O  -7.021  -5.894  -3.466  0.02
C  -8.171  -6.564  -4.002  -0.15
C  -7.861  -8.053  -3.876  -0.15
C  -6.993  -8.083  -2.621  -0.07
H  -9.044  -6.271  -3.413  0.13
H  -8.309  -6.226  -5.026  0.12
H  -8.756  -8.670  -3.824  0.11
H  -7.272  -8.378  -4.735  0.12
H  -7.585  -8.170  -1.707  0.13
H  -6.223  -8.850  -2.633  0.12
O  4.605  5.191  0.811  0.13
C  5.482  4.441  1.119  -0.48
O  6.515  4.152  0.286  0.02
C  7.354  3.139  0.859  -0.15
C  7.097  3.206  2.363  -0.15
C  5.637  3.647  2.405  -0.08
H  7.065  2.175  0.435  0.13
H  8.382  3.354  0.578  0.12
H  7.298  2.264  2.868  0.11
H  7.729  3.974  2.812  0.12
H  4.946  2.802  2.360  0.10
H  5.378  4.267  3.259  0.13
O  0.392  6.672  -0.842  0.07
C  -0.270  5.826  -1.394  -0.49
O  -1.458  5.439  -0.921  0.03
C  -1.969  4.327  -1.706  -0.14
C  -1.268  4.451  -3.056  -0.14
C  0.079  5.040  -2.639  -0.07
H  -1.681  3.410  -1.200  0.03
H  -3.051  4.414  -1.743  0.13
H  -1.192  3.495  -3.568  0.11
H  -1.799  5.150  -3.706  0.11
H  0.788  4.257  -2.355  0.13
H  0.558  5.702  -3.358  0.09
O  -3.593  -8.295  -3.384  0.11
C  -2.727  -8.328  -2.560  -0.48
O  -1.418  -8.194  -2.883  0.02
C  -0.597  -8.347  -1.712  -0.16
C  -1.515  -8.036  -0.535  -0.14
C  -2.866  -8.513  -1.063  -0.08
H  -0.226  -9.375  -1.687  0.12
H  0.248  -7.669  -1.804  0.12
H  -1.197  -8.513  0.390  0.11
H  -1.547  -6.959  -0.367  0.12
H  -3.043  -9.573  -0.868  0.13
H  -3.716  -7.936  -0.705  0.11
O  2.137  6.555  -4.598  0.11
C  3.023  6.963  -3.903  -0.47
O  4.014  7.754  -4.392  0.02
C  4.991  8.008  -3.368  -0.16
C  4.263  7.780  -2.047  -0.14
C  3.256  6.699  -2.429  -0.07
H  5.819  7.309  -3.507  0.12
H  5.360  9.023  -3.502  0.12
H  4.932  7.503  -1.236  0.11
H  3.731  8.687  -1.755  0.12
H  3.671  5.693  -2.331  0.14
H  2.315  6.744  -1.883  0.10